{"formula": "C10H21AlBeBrCa2ClF5N2O16P2S2", "method": "the ωB97M-V functional and the def2-TZVPD basis", "fmax_ev_per_a": 6.59, "lumo_energy_ev": -8.602, "gap_ev": 1.6241, "total_charge": 1, "elements": ["N", "C", "P", "S", "C", "O", "O", "C", "O", "C", "P", "O", "Br", "H", "H", "H", "H", "H", "H", "H", "H", "F", "Al", "F", "F", "F", "Be", "O", "Cl", "O", "O", "O", "Ca", "O", "H", "F", "Ca", "C", "O", "O", "O", "H", "C", "N", "O", "O", "H", "H", "H", "C", "C", "C", "S", "O", "O", "C", "H", "H", "H", "H", "H", "H", "H", "H"], "positions_angstrom": [[-1.908, 0.181, 4.973], [-1.966, -0.592, 3.746], [-2.537, 0.259, 2.183], [-3.252, 2.082, 2.407], [-0.466, -0.919, 3.407], [0.490, -0.519, 3.870], [-0.580, -1.847, 2.400], [-1.830, -2.583, 2.466], [-1.468, -3.917, 2.534], [-2.441, -2.079, 3.810], [-4.229, -2.450, 4.144], [-4.634, -1.357, 5.483], [-4.273, -4.478, 5.129], [-1.427, 1.071, 4.862], [-2.821, 0.310, 5.395], [-1.445, 0.296, 1.257], [-3.580, -0.629, 1.590], [-2.457, -2.505, 1.561], [-0.830, -4.059, 3.247], [-1.829, -2.531, 4.618], [-4.592, -0.420, 5.188], [0.597, 2.689, -2.155], [1.025, 2.222, -0.552], [0.007, 0.881, -0.058], [0.767, 3.532, 0.514], [2.660, 1.741, -0.497], [-3.282, -0.971, 6.604], [-2.431, 0.998, -2.327], [-1.864, -0.337, -2.690], [-0.456, -0.255, -2.671], [-2.325, -0.687, -3.988], [-2.326, -1.281, -1.710], [-2.302, -2.209, 8.537], [-1.804, 4.184, -2.221], [-2.246, 3.337, -2.323], [-4.340, -1.873, 1.100], [-3.343, 1.497, -0.719], [-1.090, -4.108, -5.609], [-2.021, -3.652, -4.905], [-0.121, -3.210, -5.890], [-0.987, -5.252, -6.046], [-0.517, -2.451, -5.406], [2.577, 1.976, 4.001], [2.871, 3.401, 4.319], [3.464, 4.051, 3.496], [2.483, 3.805, 5.405], [2.970, 1.748, 3.015], [3.056, 1.365, 4.760], [1.499, 1.856, 4.022], [2.601, 1.599, -4.652], [3.073, 0.605, -3.588], [4.094, -0.330, -4.250], [4.851, 0.616, -5.576], [4.492, 0.013, -6.835], [6.221, 0.907, -5.236], [3.864, 2.093, -5.350], [2.038, 2.423, -4.213], [1.952, 1.091, -5.371], [3.547, 1.149, -2.769], [2.241, 0.041, -3.167], [4.866, -0.647, -3.552], [3.614, -1.201, -4.693], [3.672, 2.558, -6.314], [4.427, 2.772, -4.710]], "mulliken_charge": [-0.33, 0.44, 0.13, -0.45, -0.06, -0.41, -0.35, -0.58, -0.53, 0.19, 0.40, -0.56, -0.18, 0.32, 0.21, 0.16, 0.31, 0.51, 0.38, 0.51, 0.51, -0.34, 0.60, -0.40, -0.41, -0.36, 0.73, -0.71, 1.82, -0.46, -0.63, -0.68, 0.65, -0.36, 0.23, -0.79, 1.41, 0.85, -0.35, -0.41, -0.37, 0.33, -0.53, 0.93, -0.49, -0.58, 0.28, 0.30, 0.09, -0.52, -0.20, -0.70, 1.15, -0.65, -0.66, -0.75, 0.26, 0.28, 0.22, 0.08, 0.36, 0.36, 0.44, 0.37]}

***

{"formula": "C10H21AsBrF3NO5S", "method": "the ωB97M-V functional and the def2-TZVPD basis", "fmax_ev_per_a": 2.29, "lumo_energy_ev": 2.767, "gap_ev": 8.2913, "total_charge": -1, "elements": ["C", "O", "C", "C", "C", "C", "C", "As", "N", "O", "Br", "C", "C", "C", "O", "S", "O", "O", "C", "F", "F", "F", "H", "H", "H", "H", "H", "H", "H", "H", "H", "H", "H", "H", "H", "H", "H", "H", "H", "H", "H", "H", "H"], "positions_angstrom": [[5.791, 0.282, -0.656], [4.950, -0.807, -0.915], [3.676, -0.638, -0.297], [2.856, -1.890, -0.515], [1.817, -2.116, 0.576], [0.761, -0.997, 0.636], [-0.485, -1.386, -0.142], [-1.701, 0.114, -0.664], [-2.191, -0.815, -2.241], [-2.828, 1.482, -1.238], [0.178, 1.216, -1.931], [-1.429, 1.173, 1.042], [-0.533, 2.375, 0.900], [-0.941, 3.656, 1.892], [-0.966, 3.459, 0.304], [-3.509, -1.081, 0.415], [-3.410, -0.835, 1.844], [-3.633, -2.464, 0.017], [-5.195, -0.373, -0.058], [-5.462, 0.746, 0.603], [-5.316, -0.148, -1.353], [-6.121, -1.261, 0.280], [5.275, 1.231, -0.821], [6.652, 0.229, -1.315], [6.147, 0.280, 0.380], [3.840, -0.503, 0.780], [3.207, 0.249, -0.725], [2.391, -1.863, -1.500], [3.558, -2.724, -0.513], [1.330, -3.070, 0.378], [2.328, -2.221, 1.533], [1.213, -0.078, 0.273], [0.507, -0.853, 1.684], [-1.020, -2.151, 0.419], [-0.200, -1.850, -1.083], [-1.446, -0.684, -2.915], [-3.004, -0.338, -2.614], [-3.371, 1.819, -0.516], [-1.070, 0.577, 1.876], [-2.360, 1.630, 1.357], [0.542, 2.205, 0.825], [0.153, 3.683, 2.176], [-0.979, 4.741, 1.823]], "mulliken_charge": [-0.72, -0.37, -0.41, -0.47, -1.20, 0.48, -0.96, 0.57, -0.90, -0.77, -0.45, -1.25, 0.52, -1.13, -0.36, 0.93, -0.67, -0.64, 0.60, -0.25, -0.23, -0.23, 0.29, 0.27, 0.28, 0.33, 0.28, 0.21, 0.38, 0.39, 0.49, -0.19, 0.21, 0.56, 0.33, 0.26, 0.27, 0.29, 0.54, 0.74, 0.41, 0.20, 0.39]}

***

{"formula": "C10H21B3O4", "method": "the ωB97M-V functional and the def2-TZVPD basis", "fmax_ev_per_a": 3.14, "lumo_energy_ev": 0.631, "gap_ev": 10.6765, "elements": ["C", "C", "C", "B", "O", "B", "O", "B", "C", "C", "C", "C", "O", "H", "H", "H", "H", "H", "H", "H", "H", "H", "H", "H", "H", "H", "C", "C", "C", "O", "H", "H", "H", "H", "H", "H", "H", "H"], "positions_angstrom": [[-5.568, -1.766, -0.550], [-5.078, -1.557, -1.656], [-4.350, -1.137, -2.990], [-3.410, 0.142, -2.599], [-3.929, 1.476, -2.659], [-3.971, 1.886, -1.274], [-2.804, 1.758, -0.467], [-1.968, 0.669, -0.871], [-0.841, 0.163, 0.184], [0.525, -0.298, -0.505], [0.966, 0.700, -1.686], [0.497, -1.827, -0.984], [-2.070, -0.005, -2.141], [-5.700, -1.727, 0.566], [-3.627, -1.937, -3.349], [-5.100, -0.862, -3.798], [-4.974, 2.366, -0.844], [-0.584, 1.000, 0.906], [-1.211, -0.703, 0.824], [1.335, -0.186, 0.289], [0.854, 1.748, -1.258], [2.080, 0.537, -1.876], [0.374, 0.545, -2.634], [0.038, -1.830, -2.028], [1.551, -2.258, -1.008], [-0.155, -2.443, -0.280], [4.570, 1.589, 2.914], [3.407, 0.655, 2.617], [3.654, -0.734, 3.186], [3.220, 0.564, 1.205], [5.494, 1.217, 2.460], [4.385, 2.579, 2.491], [4.728, 1.693, 3.990], [2.488, 1.067, 3.040], [4.546, -1.185, 2.741], [2.816, -1.397, 2.955], [3.784, -0.700, 4.270], [4.028, 0.200, 0.820]], "mulliken_charge": [-0.05, -0.47, -0.23, 0.22, -0.45, 0.60, -0.50, 0.64, -1.03, 1.15, -1.22, -1.20, -0.30, 0.33, 0.22, 0.26, -0.11, 0.17, 0.34, -0.10, 0.27, 0.35, 0.28, 0.19, 0.34, 0.32, -1.34, 0.45, -1.29, -0.48, 0.35, 0.34, 0.38, 0.25, 0.33, 0.32, 0.38, 0.30]}

***

{"formula": "C10H21BNO7S2", "method": "the ωB97M-V functional and the def2-TZVPD basis", "s_squared": 0.754, "fmax_ev_per_a": 1.24, "lumo_energy_ev": [4.108, 4.106], "spin_multiplicity": 2, "gap_ev": [4.4512, 4.4492], "total_charge": -2, "elements": ["C", "C", "C", "C", "C", "S", "C", "B", "O", "O", "C", "C", "C", "C", "N", "O", "H", "H", "H", "H", "H", "H", "H", "H", "H", "H", "H", "H", "H", "H", "H", "H", "H", "H", "H", "H", "H", "O", "S", "O", "O", "O"], "positions_angstrom": [[3.421, -1.375, 0.467], [2.189, -0.676, -0.125], [2.042, -1.215, -1.565], [0.951, -1.070, 0.735], [0.206, 0.036, 1.520], [0.907, 0.072, 3.257], [-1.282, -0.333, 1.633], [-2.043, -0.417, 0.221], [-2.321, 0.761, -0.429], [-2.308, -1.625, -0.329], [0.401, 1.489, 1.024], [1.278, 1.676, -0.226], [0.503, 1.489, -1.527], [1.781, 3.126, -0.232], [2.467, 0.790, -0.123], [3.333, 1.192, 0.730], [3.312, -2.445, 0.283], [4.337, -1.039, -0.019], [3.483, -1.230, 1.543], [2.646, -0.631, -2.262], [1.012, -1.224, -1.909], [2.386, -2.248, -1.599], [1.309, -1.789, 1.469], [0.241, -1.622, 0.114], [0.282, -1.021, 3.706], [-1.387, -1.294, 2.139], [-1.765, 0.451, 2.226], [-2.436, 0.579, -1.371], [-3.300, -1.857, -0.308], [0.874, 2.070, 1.816], [-0.563, 1.958, 0.828], [0.141, 0.479, -1.679], [1.100, 1.819, -2.380], [-0.383, 2.118, -1.471], [2.138, 3.430, 0.748], [2.585, 3.242, -0.960], [0.948, 3.769, -0.519], [-4.907, -0.330, -1.578], [-5.726, -1.485, -1.095], [-4.840, -2.224, -0.097], [-6.051, -2.390, -2.223], [-6.960, -1.008, -0.433]], "mulliken_charge": [-1.88, 1.76, -1.98, -1.95, 2.57, -0.36, -1.56, 0.74, -0.53, -0.68, -2.70, 2.01, -1.83, -1.90, 0.59, -0.67, 0.51, 0.43, 0.36, 0.37, 0.39, 0.49, 0.49, 0.49, 0.16, 0.38, 0.29, 0.27, 0.36, 0.66, 0.31, 0.21, 0.42, 0.51, 0.37, 0.45, 0.42, -0.73, 1.15, -0.86, -0.77, -0.76]}

***

{"formula": "C10H21Cl2DyP", "method": "the ωB97M-V functional and the def2-TZVPD basis", "s_squared": 9.466, "fmax_ev_per_a": 4.65, "lumo_energy_ev": [2.807, 2.808], "spin_multiplicity": 6, "gap_ev": [5.1626, 4.8423], "total_charge": -1, "elements": ["Dy", "Cl", "Cl", "C", "H", "H", "C", "C", "H", "C", "H", "C", "H", "H", "C", "H", "H", "C", "H", "H", "H", "H", "C", "P", "C", "C", "H", "H", "H", "H", "H", "H", "H", "H", "H"], "positions_angstrom": [[1.655, -0.098, -0.298], [1.400, -2.632, -0.392], [1.756, 1.760, 1.458], [3.509, 0.312, -1.072], [3.838, 1.357, -1.111], [3.865, -0.178, -2.027], [-0.112, 1.550, -1.433], [0.936, 0.933, -1.995], [-0.007, 2.138, -0.517], [0.730, -0.468, -2.783], [2.112, 1.367, -2.283], [-0.442, -0.252, -3.768], [1.693, -0.694, -3.265], [0.522, -1.409, -2.176], [-1.694, 0.149, -2.959], [-0.162, 0.565, -4.443], [-0.624, -1.123, -4.422], [-1.526, 1.307, -1.845], [-2.492, 0.464, -3.657], [-2.029, -0.779, -2.440], [-2.035, 2.211, -2.278], [-2.119, 0.992, -0.963], [0.700, -0.210, 4.165], [-0.228, -0.513, 2.599], [-1.012, -2.104, 3.071], [-1.652, 0.602, 2.956], [1.611, -0.817, 4.140], [0.099, -0.482, 5.044], [0.989, 0.845, 4.205], [-1.450, -2.045, 4.076], [-1.788, -2.349, 2.336], [-0.245, -2.886, 3.035], [-2.213, 0.259, 3.836], [-1.273, 1.616, 3.124], [-2.314, 0.613, 2.083]], "mulliken_charge": [0.22, -0.62, -0.61, -0.81, 0.25, 0.15, -0.41, -0.26, 0.53, -0.29, 0.27, -0.75, 0.27, 0.19, -0.71, 0.34, 0.37, -0.29, 0.33, 0.27, 0.30, 0.06, -1.21, 0.79, -1.25, -1.18, 0.33, 0.37, 0.34, 0.37, 0.33, 0.33, 0.38, 0.31, 0.29]}

***

{"formula": "C10H21ClF3O2P2Y", "method": "the ωB97M-V functional and the def2-TZVPD basis", "fmax_ev_per_a": 7.63, "lumo_energy_ev": [-10.974, -8.216], "gap_ev": [4.7276, 8.7251], "total_charge": 2, "elements": ["C", "C", "H", "H", "H", "O", "Cl", "Y", "P", "C", "C", "H", "H", "H", "H", "H", "H", "C", "H", "H", "H", "P", "C", "C", "H", "H", "H", "C", "H", "H", "H", "H", "H", "H", "C", "O", "F", "C", "F", "F"], "positions_angstrom": [[0.392, -0.034, -4.266], [0.456, -0.031, -2.831], [1.425, 0.022, -4.696], [-0.244, 0.765, -4.608], [-0.110, -0.956, -4.609], [1.344, 0.047, -2.018], [-2.188, -0.299, -2.078], [-0.428, -0.094, -0.491], [-0.174, 2.653, 0.249], [1.108, 3.552, 1.092], [-0.047, 3.447, -1.430], [-0.198, 4.544, -1.349], [-1.580, 4.549, 0.762], [-0.824, 3.025, -2.097], [-2.533, 3.108, 0.394], [2.098, 3.286, 0.752], [0.955, 3.253, -1.857], [-1.636, 3.470, 0.887], [1.008, 4.627, 0.987], [-1.728, 3.244, 1.942], [1.085, 3.329, 2.145], [0.065, -2.690, 0.594], [1.410, -3.304, 1.585], [-1.327, -3.497, 1.372], [-0.452, -3.410, -1.666], [0.129, -4.777, -0.686], [1.271, -3.568, -1.323], [0.271, -3.710, -0.902], [-2.248, -3.276, 0.845], [-1.196, -4.577, 1.405], [1.399, -4.387, 1.656], [1.358, -2.913, 2.589], [-1.440, -3.131, 2.385], [2.375, -3.006, 1.200], [1.612, 0.092, 1.193], [2.497, 0.189, 1.951], [-0.413, -0.885, 3.197], [-0.788, 0.096, 2.325], [-2.177, 0.025, 2.353], [-0.527, 1.224, 3.049]], "mulliken_charge": [-0.97, 0.80, 0.36, 0.32, 0.33, -0.43, -0.46, 0.09, 1.14, -1.37, -1.19, 0.43, 0.43, 0.40, 0.41, 0.42, 0.36, -1.34, 0.44, 0.39, 0.39, 1.15, -1.36, -1.37, 0.42, 0.42, 0.39, -1.22, 0.42, 0.44, 0.44, 0.38, 0.38, 0.42, 0.45, -0.18, -0.15, 0.34, -0.17, -0.16]}